C14H18N2O2RuS5 | ωB97M-V with the def2-TZVPD basis set

XYZ file:
```
42
Properties=species:S:1:pos:R:3:forces:R:3:lowdin_spin:R:1
Ru -1.1430 -12.6782 6.9507 -2.0 -0.2 0.9 1.10
C -0.3667 -15.7351 4.2491 2.5 -4.2 -0.7 0.06
C -0.2878 -15.1024 5.5070 -2.4 2.9 1.2 0.30
O -1.3772 -14.3308 5.7773 1.4 0.5 0.1 0.16
C 0.8121 -15.2238 6.3236 0.6 -0.5 2.2 0.10
C 1.0393 -14.6333 7.5646 0.5 -1.5 -1.4 0.29
C 2.1867 -15.0206 8.4656 0.1 -0.3 -1.7 0.04
N 0.2657 -13.5414 7.9411 0.0 0.2 2.1 0.39
N 0.3557 -13.2537 9.2391 -0.2 1.5 -0.4 0.13
C -0.1854 -12.0395 9.5248 0.5 -1.4 -0.8 0.13
O -0.8657 -11.3866 8.6461 0.6 0.1 -0.2 0.14
C 0.1965 -11.5237 10.8538 -0.8 -3.8 -0.6 0.01
C 0.0645 -10.2402 11.1286 -0.8 4.3 -1.5 0.02
C 0.3893 -9.6814 12.3320 -0.5 1.5 0.8 0.00
C 0.7426 -10.5146 13.3382 0.9 -1.0 2.7 0.02
C 0.7460 -11.9053 13.1527 -0.4 -1.0 -1.0 0.00
C 0.4829 -12.4505 11.8795 0.4 3.3 1.7 0.02
H -1.3093 -16.1109 3.9644 -1.3 -0.1 -0.2 0.01
H 0.2964 -16.6830 4.4032 -1.0 1.2 -0.7 0.00
H 0.1085 -15.2398 3.4437 0.3 0.9 -1.0 0.02
H 1.4245 -16.0845 6.0594 0.3 0.4 0.1 0.00
H 3.0473 -14.4371 8.1354 0.3 0.1 0.4 0.02
H 2.4136 -16.0668 8.2556 0.1 0.0 0.2 0.00
H 2.0048 -14.8688 9.5046 -0.2 0.1 0.5 0.00
H -0.3233 -9.5566 10.3435 0.3 -0.6 0.4 0.00
H 0.2081 -8.6127 12.5597 0.4 -0.7 -0.4 0.00
H 1.0166 -10.1412 14.3618 -0.5 -0.2 -1.2 0.00
H 0.8305 -12.6242 13.9784 0.3 0.6 -0.2 0.00
H 0.4328 -13.4740 11.7685 0.0 -1.9 -0.5 0.00
S -2.8853 -13.6705 8.1476 0.2 -1.6 1.0 0.11
S -3.6686 -12.2744 9.3147 -0.1 0.3 -1.3 0.20
S -4.2202 -11.0286 7.6421 0.0 0.3 0.0 0.34
S -3.3108 -11.8144 6.0580 -0.2 0.7 0.4 0.32
C 1.0904 -9.9218 6.3336 -2.5 -0.4 0.5 0.00
S 0.3104 -11.5362 5.6641 1.8 2.1 -0.9 0.04
C -0.3415 -10.8546 4.1223 0.8 -1.7 -2.3 0.01
H 0.4381 -9.0239 6.1394 0.2 -1.2 0.7 0.00
H 1.9578 -9.6914 5.8302 2.0 -0.1 -1.6 0.00
H 1.4117 -10.0716 7.3658 -0.7 0.0 0.0 0.00
H -0.5595 -9.8365 4.1691 -0.2 1.8 0.6 0.00
H -1.2879 -11.3050 3.7594 0.7 -0.3 0.6 0.00
H 0.4332 -10.9701 3.2757 -1.1 0.0 1.4 0.00
```
Positions in Å, forces in eV/Å.

Results
**Spin multiplicity**: 5
**Net charge**: 0
**DFT total energy**: -78639.5085 eV
**HOMO energy (spin up / spin down)**: -5.077 / -8.201 eV
**⟨S²⟩**: 6.037
**Frontier orbital gap (spin up / spin down)**: 4.92 / 5.97 eV
**Relative energy (zero: lowest compared OMol25 entry of this formula, charge and spin)**: 37.4 kcal/mol


C7H10 | ωB97M-V with the def2-TZVPD basis set

XYZ file:
```
17
Properties=species:S:1:pos:R:3:forces:R:3:lowdin_charge:R:1
C 0.0649 1.0570 1.3711 0.1 0.1 0.0 -0.08
C -0.0087 -0.4363 1.3299 0.1 -0.2 0.2 -0.19
C -1.1929 0.4034 0.8757 -0.3 0.1 0.0 -0.17
C -1.0673 -0.1493 -0.5566 -0.2 0.0 0.0 -0.17
C -0.1134 0.5745 -1.5832 0.0 0.1 -0.1 -0.10
C 0.9570 -0.4317 -1.1526 -0.1 -0.1 -0.1 -0.12
C 0.1800 -0.9743 -0.1039 0.3 0.0 0.0 -0.32
H -0.0115 1.4899 2.3658 0.0 -0.1 -0.2 0.11
H 0.7405 1.5945 0.7101 -0.1 -0.1 0.1 0.10
H 0.0941 -1.0479 2.2215 0.0 0.1 -0.1 0.13
H -2.1377 0.5567 1.3883 0.2 0.0 -0.1 0.13
H -1.9674 -0.5940 -0.9834 0.1 0.1 0.1 0.14
H 0.0562 1.6229 -1.3205 0.0 -0.1 0.0 0.10
H -0.3967 0.5201 -2.6401 0.1 0.0 0.2 0.10
H 1.5437 -1.0110 -1.8542 0.0 0.1 0.2 0.08
H 2.0777 -1.2466 -0.0901 -0.1 0.0 0.0 0.16
H 1.1295 -1.9018 0.0924 0.0 0.0 0.0 0.12
```
Positions in Å, forces in eV/Å.

Results
**Spin multiplicity**: 1
**Net charge**: 0
**DFT total energy**: -7412.8522 eV
**HOMO energy**: -8.281 eV
**Frontier orbital gap**: 8.72 eV
**Relative energy (zero: lowest compared OMol25 entry of this formula, charge and spin)**: 188.7 kcal/mol


C4H13N3 | ωB97M-V with the def2-TZVPD basis set

XYZ file:
```
20
Properties=species:S:1:pos:R:3:forces:R:3:lowdin_charge:R:1
C -0.2317 -1.7268 -0.2179 -2.5 -1.2 3.9 -0.03
C -0.4142 -0.6058 0.9483 -0.2 -0.4 -2.6 -0.11
C -0.5025 0.6420 -0.0460 0.0 2.8 3.8 -0.15
N 0.3268 3.3594 -0.8842 0.4 2.2 -0.3 0.18
C 1.1836 2.3819 -0.7284 0.9 1.2 -0.7 -0.13
N 0.8519 1.1800 -0.2526 1.7 0.7 -1.4 0.02
N -0.3885 -3.1982 0.6044 -1.7 2.2 -3.5 0.21
H 0.7272 -1.6224 -0.6138 1.5 -0.5 -0.9 0.09
H -1.0599 -1.7972 -0.9913 1.1 0.3 1.1 0.15
H 0.4639 -0.5955 1.6902 -1.4 0.1 -1.3 0.15
H -1.3861 -0.7682 1.4731 0.8 0.3 -0.4 0.13
H -1.0739 0.4162 -0.9436 0.4 0.1 -0.2 0.13
H -0.9892 1.5960 0.4554 0.1 -2.3 -0.6 0.16
H 0.6836 4.3600 -1.0947 -0.8 -2.4 0.2 0.20
H -0.6570 3.2960 -0.5981 0.6 0.0 -0.3 0.13
H 2.2910 2.6531 -1.0847 -2.4 -1.0 1.3 0.22
H 1.7179 0.7909 0.0938 -0.4 -1.2 0.0 0.16
H -1.2202 -3.0568 1.1694 -0.1 -0.1 0.4 0.14
H -0.6948 -3.8380 -0.1680 1.0 -0.1 1.2 0.18
H 0.3720 -3.4665 1.1887 1.0 -0.6 0.2 0.15
```
Positions in Å, forces in eV/Å.

Results
**Spin multiplicity**: 1
**Net charge**: +2
**DFT total energy**: -8811.6759 eV
**HOMO energy**: -18.453 eV
**Frontier orbital gap**: 11.83 eV
**Relative energy (zero: lowest compared OMol25 entry of this formula, charge and spin)**: 43.8 kcal/mol
**SMILES**: N/C=[NH+]\CCC[NH3+]


C4H6FN2 | ωB97M-V with the def2-TZVPD basis set

XYZ file:
```
13
Properties=species:S:1:pos:R:3:forces:R:3:lowdin_charge:R:1
C 2.3586 1.4485 -1.2495 -4.0 -0.6 1.5 0.19
C -0.5050 0.6293 -0.7351 0.7 3.1 -4.0 -0.15
C 0.2051 -1.4323 0.2440 0.4 1.0 0.4 0.04
C -1.7639 -0.1597 0.9258 -2.2 1.3 3.0 0.16
N 1.2935 1.2417 -0.8513 1.7 -0.4 -0.1 0.16
N -0.6642 -0.2106 0.2933 0.1 -1.2 1.0 -0.22
F -1.0270 1.8257 -0.5226 -0.1 -0.5 0.3 0.06
H 0.9897 -1.1082 -0.5077 -1.1 -1.3 0.7 0.10
H -0.4608 -2.3248 0.0296 1.3 1.0 0.1 0.14
H 0.6834 -1.3918 1.2555 -0.4 -0.8 -0.9 0.12
H -2.4255 0.8227 1.1185 1.8 -2.4 -1.1 0.19
H -1.9977 -1.0675 1.4838 -0.3 0.3 -0.1 0.12
H 3.3138 1.7271 -1.4845 2.1 0.5 -0.8 0.08
```
Positions in Å, forces in eV/Å.

Results
**Spin multiplicity**: 1
**Net charge**: +1
**DFT total energy**: -9930.5217 eV
**HOMO energy (spin up / spin down)**: -13.416 / -13.413 eV
**Frontier orbital gap (spin up / spin down)**: 8.24 / 8.24 eV
**Relative energy (zero: lowest compared OMol25 entry of this formula, charge and spin)**: 116.8 kcal/mol